The following is a DFT calculation (ωB97M-V with the def2-TZVPD basis set) of a cluster of 2 separate species, CH2FNO in total.

The geometry in XYZ format:
```
6
Properties=species:S:1:pos:R:3:forces:R:3:lowdin_charge:R:1
C -1.225320 -0.366322 -0.062362 -1.578 -0.720 0.680 -0.312
H 2.410249 1.045944 0.425891 0.214 -0.986 -2.352 -0.036
F -0.936908 -0.830987 1.197541 -0.277 0.237 -0.623 0.013
N 2.527334 0.618848 -0.606570 -0.161 0.979 2.334 0.060
H -2.399143 -0.548782 -0.215593 2.594 0.558 0.006 0.179
O -0.376213 0.081297 -0.738908 -0.791 -0.069 -0.045 0.097
```
Forces are in eV/Å.

Computed properties:
Orbital gap (spin up / spin down) ... 10.16 / 10.09 eV
Multiplicity ... 1

=====

The following is a DFT calculation (ωB97M-V with the def2-TZVPD basis set) of a cluster of 2 separate species, CH2FNO2 in total.

The geometry in XYZ format:
```
7
Properties=species:S:1:pos:R:3:forces:R:3:lowdin_charge:R:1
H -0.691551 0.103231 0.250357 0.726 -0.465 -0.360 0.114
O -0.494330 -0.304268 -2.205674 -0.769 -0.459 -1.456 0.122
H 1.246658 -0.470060 0.603954 -2.665 0.605 -2.202 0.181
N 0.355948 -0.753849 -1.504464 -1.344 2.465 2.785 -0.501
O 1.298563 -1.421566 -1.693685 2.311 -2.354 -1.664 0.127
F 0.797267 1.812853 -0.965543 -0.621 -3.201 1.574 -0.343
C 0.287615 -0.259711 -0.121142 2.362 3.409 1.323 0.300
```
Forces are in eV/Å.

Computed properties:
Orbital gap (spin up / spin down) ... 8.60 / 8.61 eV
Multiplicity ... 1

=====

The following is a DFT calculation (ωB97M-V with the def2-TZVPD basis set) of a cluster of 2 separate species, CH2FNOS in total.

The geometry in XYZ format:
```
7
Properties=species:S:1:pos:R:3:forces:R:3:lowdin_charge:R:1
F 0.544195 1.562864 -2.827487 -2.219 -0.154 -3.081 -0.030
H -2.282286 -1.056331 1.844118 0.806 0.011 -0.471 -0.131
S -1.001759 -1.264841 2.286267 -0.148 -0.122 0.538 0.737
H 1.074413 1.640907 -2.137235 2.133 0.150 2.965 -0.012
C 0.525980 -0.221480 0.338917 2.080 1.659 -2.944 -0.383
O 1.150374 0.447681 -0.424748 -1.149 -0.865 1.903 0.125
N -0.010917 -1.108801 0.920168 -1.504 -0.678 1.090 -0.306
```
Forces are in eV/Å.

Computed properties:
Orbital gap ... 10.02 eV
SMILES string ... O=C=NS.F
Multiplicity ... 1

=====

The following is a DFT calculation (ωB97M-V with the def2-TZVPD basis set) of a structure of composition CH2FO4S.

The geometry in XYZ format:
```
9
Properties=species:S:1:pos:R:3:forces:R:3:lowdin_charge:R:1
O -4.429429 0.151886 -1.406819 -0.078 -0.148 -0.096 -0.450
C 0.076168 -1.861309 1.023349 0.090 1.327 -0.501 -0.310
O -0.627935 -1.514723 1.884446 -0.249 -0.470 1.624 -0.043
H 1.970215 -0.045711 -0.317197 -1.128 0.505 -1.959 -0.091
F -0.738068 -1.475930 -0.292192 0.274 -0.258 -0.934 -0.343
O 2.424214 -0.238694 0.464750 -1.466 -3.266 3.425 -0.298
O -3.128476 1.970649 -0.421905 0.085 -0.369 -0.320 -0.445
S -3.161913 0.798936 -1.256130 0.139 0.385 0.494 0.868
H 1.566830 -1.124433 0.903235 2.334 2.293 -1.733 0.113
```
Forces are in eV/Å.

Computed properties:
Total charge ... -1
Orbital gap ... 6.57 eV
Multiplicity ... 1

=====

The following is a DFT calculation (ωB97M-V with the def2-TZVPD basis set) of a cluster of 2 separate species, CH2IN in total.

The geometry in XYZ format:
```
5
Properties=species:S:1:pos:R:3:forces:R:3:lowdin_charge:R:1
I -2.686641 0.404082 0.070840 0.822 -0.470 -0.105 0.409
C 1.291274 -0.144052 0.004656 -0.967 0.877 -0.976 -0.111
H -1.249678 -0.407728 -0.073554 -1.157 0.398 0.197 -0.365
H 0.458999 0.009892 -0.646128 0.062 -0.567 -0.111 -0.002
N 2.186045 0.137804 0.644186 1.241 -0.239 0.994 0.070
```
Forces are in eV/Å.

Computed properties:
Orbital gap ... 10.60 eV
SMILES string ... C#N.I
Multiplicity ... 1

=====

The following is a DFT calculation (ωB97M-V with the def2-TZVPD basis set) of a cluster of 2 separate species, CH2IN in total.

The geometry in XYZ format:
```
5
Properties=species:S:1:pos:R:3:forces:R:3:lowdin_charge:R:1
C 3.294421 0.467305 -0.168870 -0.153 -0.003 0.005 -0.068
I -2.539708 -0.494512 -0.076084 -1.187 0.119 -0.019 0.299
N 2.170920 0.258953 0.052571 2.754 0.565 -0.602 0.056
H 1.270145 0.050836 0.267972 -2.590 -0.551 0.604 0.010
H -4.195776 -0.282582 -0.075591 1.177 -0.130 0.011 -0.297
```
Forces are in eV/Å.

Computed properties:
Orbital gap ... 10.42 eV
Multiplicity ... 1

=====

The following is a DFT calculation (ωB97M-V with the def2-TZVPD basis set) of a cluster of 2 separate species, CH2INO2 in total.

The geometry in XYZ format:
```
7
Properties=species:S:1:pos:R:3:forces:R:3:lowdin_charge:R:1
O -1.175616 -0.973892 0.702249 3.448 1.384 0.286 -1.046
N 0.952650 -0.151914 -0.450936 4.476 0.353 -1.770 0.170
O -0.201185 1.745881 0.463306 1.728 -4.030 -1.014 0.135
H 1.930053 0.145440 -0.874021 -2.764 0.080 1.038 0.206
H 1.092076 -1.033710 -0.028262 -0.727 -1.400 0.289 0.103
C 0.193573 0.643568 0.202419 -4.279 3.088 1.866 -0.354
I -2.791549 -0.375372 -0.014752 -1.882 0.524 -0.695 0.786
```
Forces are in eV/Å.

Computed properties:
Orbital gap ... 7.37 eV
Multiplicity ... 1

=====

The following is a DFT calculation (ωB97M-V with the def2-TZVPD basis set) of a cluster of 2 separate species, CH2INO2S in total.

The geometry in XYZ format:
```
8
Properties=species:S:1:pos:R:3:forces:R:3:lowdin_charge:R:1
H 0.811234 -0.997038 0.098867 -0.231 0.480 0.579 0.085
S -5.421699 -1.547145 -0.274050 -0.603 -0.551 -0.796 0.267
N -0.897276 -0.667895 -0.748339 -3.054 0.326 -4.738 -0.160
O -2.051759 -0.501406 -1.130084 0.757 -0.078 0.587 -0.022
C -0.215927 -0.652351 0.252893 1.614 -1.010 3.867 -0.033
H -0.771162 -0.629532 1.217192 0.877 0.266 -0.306 0.106
O -4.581875 -2.295868 0.651864 0.555 -0.484 0.620 -0.671
I -5.200784 0.743477 0.110823 0.085 1.051 0.188 0.429
```
Forces are in eV/Å.

Computed properties:
Orbital gap (spin up / spin down) ... 8.15 / 8.20 eV
Multiplicity ... 1

=====

Results for largest force on an atom: 0.0516 0.0847 0.0772 0.0963 0.0317 0.0559 0.1089 0.1098 (in hartree/bohr, following the order of the records).
Results for DFT total energy: -268.99047 -344.13085 -667.32312 -838.30989 -391.70513 -391.69175 -542.12075 -940.27121 (in a.u., following the order of the records).